No. 1
ORCA calculation (the ωB97M-V functional and the def2-TZVPD basis) on C30H45Hg2NO30PS4 as an isolated structure.

Last column: Mulliken charge in e.
Element x y z (Å)
C1 12.60 7.88 22.15  -0.27
H1 5.00 0.96 15.07  0.39
H2 12.39 5.40 17.21  -0.24
O1 9.24 10.45 19.23  -0.53
C2 10.13 2.21 25.08  -0.53
H3 10.62 2.54 25.99  0.37
O2 2.09 6.72 17.70  -0.56
O3 9.03 9.57 21.47  -0.12
O4 13.38 9.91 18.94  -0.44
O5 11.96 5.37 19.70  -0.44
C3 8.08 1.92 15.74  0.79
C4 13.10 3.50 15.02  -0.57
C5 11.44 8.31 16.54  0.54
C6 5.07 6.65 24.41  -0.42
H4 4.50 7.86 20.70  0.22
H5 8.68 4.45 23.42  -0.52
S1 13.40 9.58 17.55  1.02
H6 11.89 5.07 14.30  0.29
H7 6.98 2.33 20.69  0.18
H8 8.55 3.65 25.59  0.32
C7 11.81 6.61 21.83  0.88
H9 12.82 3.08 14.05  0.28
H10 14.18 8.63 20.81  0.39
O6 6.41 0.42 16.46  -0.40
O7 12.62 8.17 17.29  -0.21
C8 12.40 6.15 20.53  0.22
C9 5.30 2.55 19.28  -0.26
H11 8.08 2.91 22.75  -0.03
O8 9.32 5.85 18.72  0.17
H12 12.87 8.03 23.19  0.44
O9 10.93 2.58 23.94  -0.44
O10 10.74 3.31 21.89  -0.49
O11 8.01 4.01 18.61  -0.38
O12 0.59 6.03 19.52  -0.54
H13 9.00 1.74 15.19  0.38
H14 10.82 5.50 16.31  -0.05
O13 10.87 3.05 17.58  -0.59
O14 3.18 2.98 21.50  -0.44
H15 4.31 7.43 18.95  0.41
C10 8.51 8.64 20.53  0.98
H16 5.86 3.63 21.13  -0.64
O15 8.50 -0.18 16.95  -0.59
O16 14.65 9.52 16.86  -0.58
C11 8.76 2.86 24.87  -0.67
H17 5.17 2.09 16.41  0.03
H18 6.56 3.20 14.79  0.27
C12 7.15 6.83 23.26  0.22
C13 9.16 9.02 19.23  0.26
S2 3.70 1.73 21.02  1.02
S3 9.54 10.93 20.75  1.00
O17 2.87 6.48 25.09  -0.59
H19 5.17 3.52 18.80  0.12
C14 6.81 2.14 14.94  -0.62
C15 10.20 3.07 22.96  0.26
O18 13.52 6.79 20.26  -0.42
C16 5.72 1.43 15.73  -0.12
H20 6.94 1.78 13.91  0.28
Hg1 10.12 3.71 19.65  2.11
C17 11.62 3.55 16.76  0.03
H21 10.64 7.76 17.06  -0.52
H22 8.28 8.58 23.69  0.47
H23 10.85 10.11 15.41  0.33
H24 8.71 7.61 20.80  -1.24
H25 10.34 10.15 17.05  -0.02
H26 8.32 2.63 16.53  -0.84
H27 13.29 5.81 15.02  0.45
H28 11.53 7.83 15.56  0.40
H29 4.49 8.29 25.68  0.52
O19 8.67 12.00 21.11  -0.59
C18 12.63 4.96 15.10  -0.74
H30 11.93 5.85 22.60  0.30
H31 6.71 9.38 25.47  0.43
H32 10.74 6.78 21.73  -0.76
H33 10.06 1.12 25.12  0.25
O20 8.42 4.79 20.90  0.26
Hg2 7.73 5.69 17.08  -0.10
H34 8.73 8.63 18.32  0.43
C19 6.49 8.51 24.87  -0.74
O21 4.03 1.90 19.45  -0.32
O22 2.56 7.48 20.03  -0.42
C20 11.16 9.81 16.41  -0.09
C21 8.80 3.37 23.42  1.00
H35 7.83 6.51 22.49  -0.26
O23 10.94 11.08 20.94  -0.51
H36 5.77 5.24 22.94  0.68
C22 4.02 5.74 20.25  1.74
S4 1.89 6.37 19.07  1.03
C23 5.94 2.63 20.68  1.19
C24 13.88 7.72 21.31  -0.54
H37 14.19 3.40 15.06  0.32
H38 4.93 5.35 19.82  -1.59
N1 3.83 5.89 24.65  1.11
H39 7.43 8.76 20.38  0.23
C25 5.96 6.16 23.47  0.23
C26 11.78 5.01 16.39  0.92
H40 5.87 1.96 18.56  0.15
H41 12.08 8.79 21.86  -0.12
O24 2.91 5.21 19.54  -0.13
P1 8.05 5.33 19.53  1.26
H42 3.82 5.55 21.31  0.01
C27 7.74 0.60 16.46  0.47
H43 7.93 2.16 24.95  0.37
O25 3.88 4.70 24.41  -0.58
H44 10.21 8.67 19.28  -0.24
O26 12.45 2.79 16.06  -0.38
H45 14.71 7.31 21.89  0.26
O27 3.09 0.51 21.35  -0.63
C28 3.99 7.24 19.97  -0.25
O28 6.90 6.29 19.16  -1.14
C29 7.41 8.00 23.98  -0.77
C30 5.27 7.84 25.07  -0.55
O29 12.35 10.49 16.76  -0.35
O30 5.26 1.64 21.42  -0.54

Values from the calculation:
* charge: +1
* E_tot: -155720.82236 eV


No. 2
ORCA calculation (the ωB97M-V functional and the def2-TZVPD basis) on a 2-piece molecular cluster, C5H13N3 overall.

Last column: natural (NBO) charge in e.
Element x y z (Å)
H1 0.13 1.90 1.57  0.36
H2 -0.26 -0.02 -1.97  0.22
C1 1.39 0.36 0.27  -0.12
H3 -0.89 -2.60 0.79  0.24
H4 -2.32 -0.90 1.77  0.36
C2 2.16 -0.17 -0.75  -0.65
H5 0.42 -2.04 -0.25  0.24
H6 -1.35 1.84 0.97  0.40
H7 1.76 -0.81 -1.52  0.19
C3 -0.51 0.88 -1.41  -0.41
H8 -0.01 1.74 -1.82  0.24
C4 -0.60 -1.83 0.07  -0.70
H9 3.23 -0.16 -0.63  0.22
H10 -1.59 1.03 -1.39  0.22
H11 0.80 -0.47 1.32  0.00
C5 -0.75 -0.49 0.76  0.38
H12 1.86 1.12 0.88  0.22
N1 -0.37 1.95 0.69  -0.63
N2 -1.78 -0.11 1.43  -0.82
H13 -1.27 -1.90 -0.79  0.22
N3 -0.07 0.71 0.01  -0.15

Values from the calculation:
* charge: 0
* E_tot: -9860.63645 eV


No. 3
ORCA calculation (the ωB97M-V functional and the def2-TZVPD basis) on C34H57BrF5IN7O as an isolated structure.

Last column: Mulliken charge in e.
Element x y z (Å)
C1 2.04 -2.07 3.41  0.12
N1 -7.56 -5.80 4.82  -0.37
H1 -3.05 -2.72 1.22  -0.52
H2 -3.25 -2.32 -1.81  0.27
C2 -2.80 -2.21 0.29  -0.02
C3 4.40 0.64 -0.33  -1.39
O1 5.82 2.12 -3.82  -0.40
C4 -1.70 -4.48 -1.27  0.28
H3 -1.11 4.62 -5.37  0.32
C5 -1.24 5.17 -4.44  -0.59
H4 2.62 0.15 0.95  -0.38
H5 0.03 -2.33 2.85  -0.02
C6 3.56 -0.28 0.61  0.56
H6 0.59 1.53 -1.86  0.78
C7 -3.15 -4.34 -1.05  -0.40
H7 0.64 6.26 -4.65  0.34
C8 1.06 1.38 -0.88  -0.34
H8 7.21 4.27 -5.23  0.13
I1 5.87 -0.63 -1.33  0.25
F1 -1.60 2.36 -2.10  -0.37
C9 -0.85 4.28 -3.26  -0.20
H9 0.53 0.12 2.84  -0.44
C10 0.29 -0.38 3.78  0.31
H10 4.22 3.52 -1.62  0.39
C11 -4.02 -3.71 3.28  0.12
H11 2.38 -2.06 0.64  0.30
H12 0.03 3.13 -0.18  0.22
H13 0.81 -0.16 5.87  0.35
C12 10.63 4.94 -5.39  -1.17
H14 -4.41 -7.01 5.49  0.36
C13 0.57 3.88 -3.36  0.33
N2 1.65 3.57 -3.43  -0.37
H15 -10.25 -4.22 4.94  0.27
C14 -3.51 -2.86 -0.89  -0.60
H16 -0.79 -0.26 3.93  0.47
H17 -2.29 -6.45 4.35  0.37
H18 -7.63 -2.92 3.65  0.20
C15 0.11 2.08 0.13  -1.43
H19 -2.10 -4.47 2.88  0.20
H20 2.59 2.29 0.28  0.21
H21 -1.71 -2.22 0.16  0.31
C16 -9.55 -3.69 2.96  -0.42
H22 10.82 5.19 -4.34  0.35
H23 4.18 -0.40 1.51  0.49
H24 -3.68 -4.78 -1.89  0.34
N3 3.14 -2.22 3.21  -0.47
H25 -0.54 7.04 -3.59  0.29
H26 -3.63 -6.41 3.21  0.29
H27 11.48 4.37 -5.74  0.34
C17 8.20 5.25 -3.66  0.23
H28 5.01 1.28 0.29  0.89
H29 -3.42 -4.90 -0.15  0.19
H30 -10.50 -3.27 2.64  0.31
F2 -2.06 2.41 0.77  -0.37
C18 0.60 -1.88 3.67  0.04
H31 -2.37 -3.96 4.55  0.29
H32 10.57 5.86 -5.96  0.30
C19 -4.19 -5.97 5.24  -1.03
H33 1.16 0.32 -0.63  0.57
N4 8.27 5.52 -2.57  -0.45
H34 -4.59 -2.77 -0.76  0.38
C20 -9.79 -4.71 4.08  -0.51
H35 -3.78 -5.48 6.13  0.29
N5 3.60 1.44 -1.34  0.62
H36 -5.14 -5.49 4.98  0.23
H37 9.44 3.20 -4.96  0.27
H38 4.07 -2.42 0.38  0.50
C21 -3.20 -5.90 4.08  -0.55
C22 -1.92 1.37 -1.29  0.51
C23 1.04 0.30 4.91  -1.42
H39 3.06 -1.80 -0.95  0.46
F3 -3.22 1.40 -1.18  -0.30
H40 9.23 3.83 -6.58  0.33
C24 3.28 -1.73 0.12  -1.64
H41 -0.76 7.08 -5.34  0.37
H42 2.12 0.26 4.76  0.33
H43 -3.10 -1.17 0.38  0.21
C25 -8.53 -5.33 4.50  0.24
F4 -1.41 0.39 0.79  -0.06
C26 2.39 2.15 -0.78  -1.81
C27 8.10 4.88 -5.09  -0.22
C28 -2.82 -4.47 3.70  -0.14
N6 -4.93 -3.14 2.95  -0.38
H44 0.34 -2.39 4.59  0.36
H45 4.10 2.94 -4.16  0.51
H46 0.76 1.36 4.97  0.41
H47 -2.30 5.42 -4.36  0.38
H48 -8.50 -1.84 2.57  0.31
H49 -1.47 3.37 -3.24  0.30
H50 0.52 2.09 1.15  0.66
Br1 3.05 0.40 -2.88  0.15
H51 -9.03 -2.02 4.24  0.31
H52 -10.47 -5.49 3.73  0.29
H53 7.97 5.80 -5.68  0.33
C29 -0.43 6.46 -4.50  -1.18
C30 -8.62 -2.55 3.38  -0.95
N7 -0.59 -4.58 -1.44  -0.44
H54 -1.00 4.80 -2.31  0.27
H55 2.20 3.10 -1.26  0.77
C31 -1.29 1.52 0.11  0.81
C32 4.56 2.52 -1.89  -0.42
H56 -9.12 -4.19 2.09  0.29
H57 5.55 2.40 -1.46  0.37
C33 9.35 4.12 -5.54  -0.43
F5 -1.60 0.21 -1.79  -0.23
C34 4.80 2.53 -3.43  -0.19

Values from the calculation:
* charge: +1
* E_tot: -140381.25353 eV


No. 4
ORCA calculation (the ωB97M-V functional and the def2-TZVPD basis) on an isolated ion of composition C3H8NSe and charge +1.

Last column: natural (NBO) charge in e.
Element x y z (Å)
H1 -0.86 1.34 0.19  0.26
H2 3.13 0.59 1.08  0.08
H3 0.99 0.35 -1.43  0.22
N1 -0.76 -0.86 -0.12  -0.41
C1 0.97 0.77 -0.50  -0.55
H4 0.05 0.58 1.42  0.26
H5 1.29 1.87 -0.67  0.28
H6 -2.80 -0.25 0.06  0.25
C2 -0.28 0.45 0.30  -0.32
H7 -0.03 -1.63 -0.12  0.48
C3 -2.03 -1.00 -0.10  0.15
H8 -2.37 -2.09 -0.14  0.24
Se1 2.71 -0.13 0.03  0.05

Values from the calculation:
* charge: +1
* E_tot: -70067.78965 eV
* SMILES string: C=[NH+]CC[SeH]